(1)
Here is C35H37IN3OP2Zn as an isolated structure from OMol25. Energies are from wB97M-V/def2-TZVPD.

```
80
C35H37IN3OP2Zn, DFT wB97M-V/def2-TZVPD
Zn 0.2124 -1.6863 0.4074
N 1.8951 -0.0771 -1.3164
P 2.6327 -1.4267 -0.5566
C 4.3235 -0.8041 -0.2865
C 4.8378 -0.6600 0.9958
C 6.1038 -0.1237 1.1683
C 6.8485 0.2723 0.0688
C 6.3360 0.1192 -1.2111
C 5.0788 -0.4220 -1.3911
C 2.9355 -2.6159 -1.9009
C 2.7057 -2.3559 -3.2447
C 2.9888 -3.3301 -4.1871
C 3.4990 -4.5561 -3.7953
C 3.7159 -4.8207 -2.4520
C 3.4347 -3.8553 -1.5053
P 0.5851 0.6577 -0.4910
C 1.2230 2.3293 -0.1385
C 1.6597 2.6056 1.1528
C 2.1933 3.8455 1.4538
C 2.2808 4.8157 0.4693
C 1.8607 4.5384 -0.8216
C 1.3398 3.2965 -1.1329
C -0.6077 0.8986 -1.8407
C -0.6963 -0.1151 -2.7909
C -1.6285 -0.0323 -3.8061
C -2.4904 1.0516 -3.8651
C -2.4467 2.0326 -2.8870
C -1.5117 1.9572 -1.8693
H 2.5157 0.5623 -1.8129
H 4.2563 -0.9650 1.8559
H 6.5106 -0.0086 2.1627
H 7.8325 0.6971 0.2021
H 6.9138 0.4173 -2.0731
H 4.6845 -0.5571 -2.3888
H 2.3115 -1.3961 -3.5528
H 2.8125 -3.1292 -5.2328
H 3.7281 -5.3051 -4.5381
H 4.1003 -5.7804 -2.1477
H 3.6080 -4.0423 -0.4524
H 1.5747 1.8431 1.9154
H 2.5256 4.0622 2.4569
H 2.6706 5.7925 0.7062
H 1.9235 5.2970 -1.5871
H 1.0234 3.0895 -2.1445
H -0.0211 -0.9623 -2.7272
H -1.6787 -0.8116 -4.5515
H -3.2121 1.1152 -4.6642
H -3.1429 2.8561 -2.9225
H -1.4838 2.7181 -1.1020
C -2.7880 0.6977 4.3753
C -3.8775 -0.1263 3.6940
N -4.7364 0.6911 2.8620
C -5.6182 1.6566 3.5099
C -5.1384 3.0946 3.3457
C -4.7585 0.6367 1.5218
O -5.4413 1.3537 0.8148
C -3.9654 -0.4684 0.8663
C -4.6833 -1.5361 0.3337
C -4.0053 -2.5295 -0.3523
C -2.6284 -2.4406 -0.4534
N -1.9363 -1.4164 0.0431
C -2.5949 -0.4375 0.6572
H -2.0983 0.0404 4.8994
H -3.2207 1.3843 5.0951
H -2.2376 1.2764 3.6362
H -4.4862 -0.6287 4.4539
H -3.4171 -0.8957 3.0705
H -5.6959 1.3947 4.5668
H -6.6045 1.5563 3.0482
H -4.2023 3.2560 3.8753
H -5.8809 3.7796 3.7444
H -5.0060 3.3151 2.2893
H -5.7548 -1.5690 0.4592
H -4.5252 -3.3665 -0.7936
H -2.0482 -3.2154 -0.9408
H -1.9981 0.3990 1.0020
I -0.3098 -2.0512 3.4707
C 0.2289 -3.2172 1.7069
H -0.5216 -3.9967 1.6248
H 1.1862 -3.6667 1.9469
```

Calculated values
LUMO = -0.1051 Ha
Charge = +1
HOMO-LUMO gap = 7.990 eV
Largest force on an atom = 0.020 hartree/bohr

Population analysis type natural (NBO), resulting atomic charges in e: number 1, Zn, carries 1.4422; number 2, N, carries -1.2535; number 3, P, carries 0.9730; number 4, C, carries -0.2812; number 5, C, carries -0.2202; number 6, C, carries -0.1995; number 7, C, carries -0.1835; number 8, C, carries -0.1854; number 9, C, carries -0.2391; number 10, C, carries -0.3961; number 11, C, carries -0.2278; number 12, C, carries -0.1872; number 13, C, carries -0.1924; number 14, C, carries -0.2127; number 15, C, carries -0.1414; number 16, P, carries 0.9886; number 17, C, carries -0.4165; number 18, C, carries -0.1767; number 19, C, carries -0.2021; number 20, C, carries -0.1712; number 21, C, carries -0.2196; number 22, C, carries -0.1358; number 23, C, carries -0.4153; number 24, C, carries -0.2129; number 25, C, carries -0.1921; number 26, C, carries -0.1847; number 27, C, carries -0.2121; number 28, C, carries -0.1438; number 29, H, carries 0.4170; number 30, H, carries 0.2221; number 31, H, carries 0.2266; number 32, H, carries 0.2272; number 33, H, carries 0.2250; number 34, H, carries 0.2190; number 35, H, carries 0.2194; number 36, H, carries 0.2226; number 37, H, carries 0.2269; number 38, H, carries 0.2262; number 39, H, carries 0.2092; number 40, H, carries 0.2212; number 41, H, carries 0.2282; number 42, H, carries 0.2284; number 43, H, carries 0.2279; number 44, H, carries 0.2168; number 45, H, carries 0.2178; number 46, H, carries 0.2233; number 47, H, carries 0.2277; number 48, H, carries 0.2306; number 49, H, carries 0.2167; number 50, C, carries -0.6161; number 51, C, carries -0.2132; number 52, N, carries -0.4168; number 53, C, carries -0.2173; number 54, C, carries -0.6188; number 55, C, carries 0.6512; number 56, O, carries -0.6081; number 57, C, carries -0.1386; number 58, C, carries -0.1197; number 59, C, carries -0.1884; number 60, C, carries 0.0300; number 61, N, carries -0.5871; number 62, C, carries 0.0691; number 63, H, carries 0.2194; number 64, H, carries 0.2142; number 65, H, carries 0.2031; number 66, H, carries 0.2034; number 67, H, carries 0.2163; number 68, H, carries 0.2031; number 69, H, carries 0.2223; number 70, H, carries 0.2003; number 71, H, carries 0.2221; number 72, H, carries 0.2295; number 73, H, carries 0.2407; number 74, H, carries 0.2325; number 75, H, carries 0.2079; number 76, H, carries 0.2057; number 77, I, carries 0.0092; number 78, C, carries -1.1590; number 79, H, carries 0.2117; number 80, H, carries 0.2103


(2)
Here is H22KrO11 as an isolated structure from OMol25. Energies are from wB97M-V/def2-TZVPD.

```
34
H22KrO11, DFT wB97M-V/def2-TZVPD
Kr -9.7648 13.3859 0.8650
O -7.8109 10.6356 0.4284
H -7.5134 11.3892 -0.0813
H -7.5368 10.8289 1.3249
O -7.2088 11.4090 2.9726
H -7.5505 11.1075 3.8144
H -7.2140 12.3639 3.0397
O -10.7853 11.4025 -2.3857
H -10.9721 10.9668 -1.5542
H -10.1141 10.8577 -2.7967
O -13.3154 10.9211 0.2243
H -13.8186 11.6034 0.6686
H -12.4185 11.2550 0.2101
O -7.0432 16.2265 1.6352
H -6.7002 15.8638 0.8185
H -7.8072 16.7378 1.3686
O -7.4312 14.1656 3.3164
H -8.3861 14.1977 3.3746
H -7.2043 14.8660 2.7048
O -6.7639 12.7739 -1.0342
H -6.1725 13.2570 -0.4570
H -7.0226 13.4109 -1.7002
O -11.9982 15.1318 -2.1737
H -11.3031 14.8610 -2.7734
H -11.6317 14.9888 -1.3011
O -10.5516 10.3342 0.3279
H -9.6182 10.5169 0.2204
H -10.6179 9.3811 0.2698
O -10.3449 14.9269 3.7573
H -10.4699 15.8482 3.5297
H -11.2272 14.5559 3.7493
O -11.5951 9.7280 2.9860
H -11.3652 10.3116 2.2629
H -11.4837 8.8472 2.6282
```

Calculated values
LUMO = -0.0205 Ha
ΔE to the lowest compared entry with this formula, charge and spin = 0.495 eV
HOMO-LUMO gap = 10.213 eV
Largest force on an atom = 0.028 hartree/bohr

Population analysis type natural (NBO), resulting atomic charges in e: number 1, Kr, carries 0.0001; number 2, O, carries -1.0035; number 3, H, carries 0.4891; number 4, H, carries 0.5051; number 5, O, carries -0.9852; number 6, H, carries 0.4814; number 7, H, carries 0.5044; number 8, O, carries -0.9590; number 9, H, carries 0.4855; number 10, H, carries 0.4622; number 11, O, carries -0.9438; number 12, H, carries 0.4634; number 13, H, carries 0.4767; number 14, O, carries -0.9332; number 15, H, carries 0.4757; number 16, H, carries 0.4846; number 17, O, carries -0.9912; number 18, H, carries 0.4912; number 19, H, carries 0.4921; number 20, O, carries -0.9414; number 21, H, carries 0.4750; number 22, H, carries 0.4821; number 23, O, carries -0.9332; number 24, H, carries 0.4704; number 25, H, carries 0.4630; number 26, O, carries -1.0082; number 27, H, carries 0.5158; number 28, H, carries 0.4805; number 29, O, carries -0.9501; number 30, H, carries 0.4737; number 31, H, carries 0.4820; number 32, O, carries -0.9508; number 33, H, carries 0.4852; number 34, H, carries 0.4602


(3)
Here is a 2-piece molecular cluster, C4H7NO2 overall from OMol25. Energies are from wB97M-V/def2-TZVPD.

```
14
C4H7NO2, DFT wB97M-V/def2-TZVPD
O 0.9788 0.7592 1.7516
C 1.3866 0.3227 0.7082
C 1.7609 -0.7896 -0.1748
N 1.9913 0.6773 -0.4485
H 1.0497 -1.2413 -0.8591
H 2.5749 -1.4346 0.1602
H 2.8834 1.1562 -0.4945
C -1.7790 0.7289 -0.1136
C -1.8022 -0.7707 -0.0734
O -1.1028 -1.5037 -0.7348
H -1.6240 1.1235 0.8968
H -2.7640 1.0698 -0.4549
H -1.0006 1.1042 -0.7834
H -2.5529 -1.2021 0.6202
```

Calculated values
LUMO = 0.0348 Ha
SMILES = O=C1CN1.CC=O
ΔE to the lowest compared entry with this formula, charge and spin = 2.788 eV
HOMO-LUMO gap = 10.677 eV
Largest force on an atom = 0.011 hartree/bohr

Population analysis type natural (NBO), resulting atomic charges in e: number 1, O, carries -0.5540; number 2, C, carries 0.6773; number 3, C, carries -0.3403; number 4, N, carries -0.6295; number 5, H, carries 0.2475; number 6, H, carries 0.2014; number 7, H, carries 0.3951; number 8, C, carries -0.7353; number 9, C, carries 0.4565; number 10, O, carries -0.5460; number 11, H, carries 0.2520; number 12, H, carries 0.2362; number 13, H, carries 0.2340; number 14, H, carries 0.1051


(4)
Here is C7H16O as an isolated structure from OMol25. Energies are from wB97M-V/def2-TZVPD.

```
24
C7H16O, DFT wB97M-V/def2-TZVPD
C -0.0564 0.4691 -0.9899
C 0.7427 1.4484 -1.8470
C 0.2673 -0.9637 -1.4042
C -1.5423 0.7932 -1.0816
C 0.5537 0.9441 0.6470
O 0.2353 2.0551 1.0506
H 1.5547 0.4983 0.7214
H 0.5853 2.4782 -1.5188
H 1.8155 1.2397 -1.8072
H 0.0352 -1.1246 -2.4629
H 1.3275 -1.1898 -1.2570
H -1.7460 1.7583 -0.6090
H 0.4311 1.3867 -2.8957
H -0.3188 -1.6928 -0.8369
H -1.8754 0.8350 -2.1238
H -2.1506 0.0320 -0.5834
C -0.4241 -0.5412 2.0154
C 0.5224 -1.6802 2.3251
H 0.6059 -2.3706 1.4830
H -0.4392 0.2151 2.7985
H -1.4578 -0.8783 1.8921
H -0.3649 -0.1598 0.7277
H 0.1778 -2.2483 3.1944
H 1.5210 -1.3041 2.5621
```

Calculated values
LUMO = 0.0300 Ha
ΔE to the lowest compared entry with this formula, charge and spin = 3.163 eV
HOMO-LUMO gap = 9.365 eV
Largest force on an atom = 0.079 hartree/bohr

Population analysis type natural (NBO), resulting atomic charges in e: number 1, C, carries -0.0943; number 2, C, carries -0.6184; number 3, C, carries -0.6360; number 4, C, carries -0.6410; number 5, C, carries 0.3279; number 6, O, carries -0.6308; number 7, H, carries 0.1366; number 8, H, carries 0.2308; number 9, H, carries 0.2055; number 10, H, carries 0.2234; number 11, H, carries 0.2117; number 12, H, carries 0.2368; number 13, H, carries 0.2075; number 14, H, carries 0.2054; number 15, H, carries 0.2146; number 16, H, carries 0.2016; number 17, C, carries -0.5352; number 18, C, carries -0.6300; number 19, H, carries 0.2087; number 20, H, carries 0.2352; number 21, H, carries 0.2160; number 22, H, carries 0.2956; number 23, H, carries 0.2193; number 24, H, carries 0.2089